[1]
Here is 2 unconnected molecules or ions with the total composition C7H15FO5P from OMol25. Energies are from ωB97M-V/def2-TZVPD.

- charge = -1
- HOMO energy (eV) = -2.8328
- gap between HOMO and LUMO (hartree) = 0.212
- maximum force (eV Å⁻¹) = 2.6

Last column: Mulliken charge in e.
Geometry (Å):
1 O 2.2572 3.0185 2.7682  -0.521
2 C 1.6588 3.0308 1.7346  0.647
3 F 2.1878 3.7593 0.6899  -0.283
4 C 0.3991 2.3515 1.3618  -0.146
5 C -0.3142 1.6021 2.5226  -0.646
6 P -1.9459 2.1873 2.7376  -0.209
7 O -2.6938 1.8549 1.2611  -0.407
8 O -1.9555 3.8918 2.9069  -0.418
9 H 0.6921 1.6187 0.6093  -0.128
10 H -0.2487 3.0349 0.8229  0.326
11 H 0.1571 1.8305 3.4693  0.284
12 H -3.5709 2.2148 1.3512  0.266
13 H -1.4726 4.3266 2.1894  0.265
14 C 0.4535 -1.5230 0.2846  -0.918
15 O 0.7011 -0.8786 -0.9623  -0.283
16 C 1.5853 -1.5843 -1.8030  -0.574
17 C 0.8555 -2.4216 -2.8346  -0.496
18 O 0.0685 -3.4457 -2.2510  -0.383
19 C -1.2919 -3.0832 -2.0902  -0.710
20 H -0.4620 -1.1096 0.7021  0.263
21 H 0.3423 -2.6038 0.1664  0.484
22 H 1.2711 -1.3164 0.9806  0.301
23 H 2.2653 -2.2074 -1.2123  0.361
24 H 2.1878 -0.8385 -2.3334  0.376
25 H 1.5978 -2.9158 -3.4706  0.361
26 H 0.2373 -1.7829 -3.4736  0.323
27 H -1.8320 -3.2084 -3.0366  0.311
28 H -1.4039 -2.0544 -1.7452  0.305
29 H -1.7264 -3.7482 -1.3457  0.252

***

[2]
Here is 2 unconnected molecules or ions with the total composition C7H15I2NOS from OMol25. Energies are from ωB97M-V/def2-TZVPD.

- HOMO energy (eV) = -5.7295
- gap between HOMO and LUMO (hartree) = 0.163
- maximum force (eV Å⁻¹) = 1.4

Last column: Mulliken charge in e.
Geometry (Å):
1 C -0.6277 0.5626 -2.3165  -1.557
2 C -1.1109 1.5968 -1.3179  -0.055
3 O -0.2866 2.7599 -1.3042  -0.558
4 C -1.2493 1.0038 0.1047  -0.960
5 C -0.0876 0.0910 0.4620  -0.143
6 C 0.7921 0.4468 1.6532  -0.851
7 N 1.8134 -0.6729 1.5513  -0.059
8 C 1.0714 -1.8860 0.9678  -0.890
9 I 1.4455 -3.6760 2.0017  0.229
10 C -0.3675 -1.3919 0.7863  0.250
11 S -1.4914 -1.6878 2.1954  -0.112
12 H -1.3080 -0.2893 -2.3443  0.381
13 H 0.3691 0.1895 -2.0928  0.696
14 H -0.5456 0.9361 -3.3359  0.384
15 H -2.1017 1.9472 -1.6069  0.443
16 H 0.6310 2.4778 -1.2645  0.357
17 H -2.1936 0.4597 0.1587  0.447
18 H -1.3213 1.8314 0.8141  0.303
19 H 0.6338 0.0272 -0.3576  -0.086
20 H 1.2725 1.4213 1.6751  0.394
21 H 0.3074 0.2723 2.6102  0.342
22 H 2.5016 -0.4364 0.8334  0.361
23 H 2.3627 -0.8596 2.3894  0.423
24 H 1.4456 -2.0503 -0.0400  0.474
25 H -0.8656 -1.8884 -0.0438  0.489
26 H -1.5839 -0.4347 2.6531  0.114
27 I 0.4948 -0.7499 -4.8319  -0.818

***

[3]
Here is C7H15N in the gas phase from OMol25. Energies are from ωB97M-V/def2-TZVPD.

- HOMO energy (eV) = -8.2007
- gap between HOMO and LUMO (hartree) = 0.337
- maximum force (eV Å⁻¹) = 3.3
- SMILES = C/C=C\C(C)(C)NC
- energy above the lowest of the compared OMol25 structures with the same formula, charge and spin (kJ/mol) = 185.3

Last column: Mulliken charge in e.
Geometry (Å):
1 C 1.7648 -1.6194 0.0447  -0.975
2 C 0.4815 0.5140 0.0057  2.103
3 C -0.0411 0.2936 1.4732  -2.004
4 C 0.8494 1.9130 -0.3575  -1.806
5 C -0.4521 -0.1143 -0.9798  -0.806
6 C -1.7289 -0.4639 -0.7551  -0.169
7 C -2.6950 -0.2790 0.3280  -1.180
8 H 2.1679 -1.9018 1.0469  0.246
9 H 0.6962 -1.9867 -0.0031  0.265
10 H 2.3660 -2.1187 -0.7155  0.339
11 H 2.4149 0.0793 -0.7057  0.265
12 H -0.2519 -0.7868 1.6806  0.254
13 H 0.7216 0.6256 2.1022  0.579
14 H -0.8468 0.9586 1.6956  0.436
15 H 1.7502 2.3256 0.0076  0.462
16 H 0.8346 2.0527 -1.4535  0.370
17 H 0.0492 2.5844 0.0539  0.357
18 H -0.0555 -0.2995 -2.0270  0.233
19 H -2.2223 -0.8279 -1.5950  0.452
20 H -3.6586 -0.5089 -0.1259  0.386
21 H -2.5200 -0.9315 1.1520  0.303
22 H -2.9008 0.8237 0.5623  0.269
23 N 1.7691 -0.2218 -0.0328  -0.381